A molecular structure, C9H17N2O4SbSe5V, computed with ωB97M-V with the def2-TZVPD basis set.

Computed properties:
<S²> = 3.844
Kohn-Sham gap (alpha / beta) = 5.7 / 6.0 eV
2S+1 = 4
energy relative to the best compared isomer or geometry (same formula, charge and spin) = 28.87 kcal/mol
calculated total energy = -13954.9797 a.u.
HOMO level (alpha / beta) = -0.27688 / -0.27712 hartree

The geometry in XYZ format:
```
39
C9H17N2O4SbSe5V ωB97M-V with the def2-TZVPD basis set
V 0.759 0.854 -0.752
C 4.712 -0.588 -0.479
C 3.733 0.249 0.284
C 3.245 1.454 -0.245
C 2.288 2.199 0.446
C 1.728 1.698 1.626
C 2.253 0.536 2.171
C 3.267 -0.156 1.525
H 5.329 0.021 -1.138
H 4.162 -1.317 -1.081
H 5.347 -1.157 0.197
H 3.663 1.838 -1.168
H 1.977 3.167 0.064
H 0.960 2.252 2.149
H 1.863 0.158 3.106
H 3.660 -1.063 1.963
O -1.326 3.381 -2.847
Se -1.113 1.871 -2.414
O -1.004 1.706 -0.705
O 0.453 1.311 -2.631
O -2.236 0.815 -2.910
N -4.074 0.727 -0.978
C -4.418 -0.651 -0.502
C -3.127 -1.376 -0.146
N -2.309 -0.755 0.865
H -4.897 1.289 -1.183
H -3.459 0.699 -1.845
H -3.520 1.210 -0.267
H -4.958 -1.142 -1.311
H -5.073 -0.547 0.363
H -2.529 -1.499 -1.055
H -3.382 -2.383 0.183
H -2.663 -0.798 1.808
H -1.915 0.142 0.623
Se -1.256 -4.320 1.329
Sb 0.661 -2.763 1.324
Se -0.189 -1.860 3.415
Se 2.831 -3.715 1.106
Se 0.554 -1.486 -0.889
```

---

A molecular structure, C29H75CrN6O12 at a distorted geometry, computed with ωB97M-V with the def2-TZVPD basis set.

Computed properties:
<S²> = 6.010
Kohn-Sham gap (alpha / beta) = 7.8 / 7.5 eV
2S+1 = 5
energy relative to the best compared isomer or geometry (same formula, charge and spin) = 0.00 kcal/mol
net charge = +1
calculated total energy = -3425.4191 a.u.
HOMO level (alpha / beta) = -0.37411 / -0.37412 hartree

The geometry in XYZ format:
```
123
C29H75CrN6O12 ωB97M-V with the def2-TZVPD basis set
Cr -0.260 2.407 1.530
N -0.411 0.048 -0.666
O -0.800 0.009 -1.819
O 0.026 1.151 -0.199
O -0.481 -0.929 0.099
C 1.901 4.589 -4.539
C 1.138 4.089 -3.320
C 0.447 2.763 -3.592
O 1.976 3.957 -2.164
H 2.353 5.567 -4.378
H 1.206 4.675 -5.375
H 2.665 3.864 -4.833
H 0.350 4.826 -3.110
H 0.048 2.321 -2.678
H 1.146 2.041 -4.030
H -0.349 2.865 -4.334
H 2.896 3.874 -2.431
C -3.265 -0.644 2.608
C -2.597 0.660 2.168
C -3.178 1.867 2.839
O -2.457 3.030 2.444
C -3.023 4.205 2.976
N -1.123 0.661 2.395
H -4.283 -0.724 2.231
H -3.314 -0.685 3.701
H -2.680 -1.486 2.245
H -2.709 0.734 1.081
H -3.187 1.778 3.935
H -4.234 1.973 2.554
H -3.123 4.186 4.069
H -4.048 4.353 2.604
H -2.441 5.079 2.696
H -0.749 -0.179 1.938
H -0.951 0.524 3.393
C -6.088 0.614 -0.395
C -5.679 0.094 -1.768
C -5.696 -1.433 -1.854
O -4.956 -2.101 -0.852
C -3.628 -1.670 -0.759
N -6.636 0.599 -2.763
H -7.140 0.365 -0.228
H -5.927 1.692 -0.323
H -5.535 0.144 0.422
H -4.666 0.468 -1.986
H -5.289 -1.714 -2.838
H -6.734 -1.749 -1.777
H -3.518 -0.767 -0.148
H -3.179 -1.558 -1.751
H -3.030 -2.435 -0.256
H -6.215 0.592 -3.685
H -6.876 1.562 -2.558
C 5.726 -4.580 8.009
O 6.001 -3.583 7.057
C 5.660 -3.980 5.753
C 5.775 -2.773 4.852
N 5.321 -3.097 3.503
C 5.238 -1.938 2.643
C 4.606 -2.282 1.316
O 3.234 -2.570 1.523
C 2.510 -2.672 0.323
H 6.140 -5.551 7.705
H 4.649 -4.696 8.175
H 6.212 -4.303 8.943
H 4.605 -4.313 5.743
H 6.266 -4.816 5.384
H 6.821 -2.455 4.791
H 5.206 -1.948 5.309
H 4.413 -3.548 3.564
H 6.259 -1.595 2.445
H 4.689 -1.098 3.105
H 5.115 -3.136 0.859
H 4.701 -1.401 0.659
H 3.047 -3.249 -0.441
H 2.245 -1.691 -0.098
H 1.566 -3.192 0.498
C 2.233 0.590 2.092
O 1.799 1.942 2.009
C 2.770 2.833 1.453
C 2.072 4.165 1.344
N 0.865 3.944 0.532
C -0.023 5.126 0.557
C -1.280 4.835 -0.258
O -1.637 3.470 -0.056
C -2.526 2.985 -1.072
H 2.847 0.320 1.229
H 1.369 -0.063 2.126
H 2.848 0.401 2.976
H 3.058 2.459 0.466
H 3.652 2.887 2.095
H 2.729 4.938 0.931
H 1.803 4.522 2.343
H 1.199 3.835 -0.433
H 0.512 5.971 0.111
H -0.254 5.382 1.594
H -1.037 4.986 -1.316
H -2.118 5.469 0.040
H -2.897 2.020 -0.744
H -1.997 2.893 -2.022
H -3.362 3.675 -1.221
C 1.462 -1.547 -6.732
O 1.133 -0.623 -5.729
C -0.083 -0.897 -5.069
C -0.050 -2.118 -4.174
N -1.368 -2.386 -3.621
C -1.505 -3.724 -3.033
C -0.681 -3.961 -1.796
O -1.006 -5.248 -1.298
C -0.361 -5.530 -0.088
H 0.616 -1.689 -7.415
H 1.774 -2.517 -6.331
H 2.313 -1.156 -7.288
H -0.893 -1.020 -5.810
H -0.347 -0.001 -4.504
H 0.705 -1.947 -3.385
H 0.304 -2.992 -4.722
H -1.526 -1.679 -2.914
H -1.236 -4.441 -3.812
H -2.569 -3.864 -2.830
H -0.848 -3.192 -1.027
H 0.399 -3.949 -2.025
H -0.698 -6.511 0.230
H -0.595 -4.757 0.661
H 0.734 -5.522 -0.205
```

---

2 unconnected molecules or ions with the total composition C5H10N2 at a distorted geometry, computed with ωB97M-V with the def2-TZVPD basis set.

Computed properties:
Kohn-Sham gap (alpha / beta) = 7.0 / 7.3 eV
energy relative to the best compared isomer or geometry (same formula, charge and spin) = 133.79 kcal/mol
calculated total energy = -305.8106 a.u.
HOMO level (alpha / beta) = -0.22771 / -0.23243 hartree

The geometry in XYZ format:
```
17
C5H10N2 ωB97M-V with the def2-TZVPD basis set
C 0.542 -1.932 0.705
C -0.594 0.626 -0.137
C 1.469 -2.194 -0.283
C -1.481 0.752 1.081
C -0.141 2.515 -1.617
N 0.146 -2.227 1.796
N -0.110 1.123 -1.102
H 1.112 -2.752 -1.160
H 2.341 -2.499 0.201
H 1.652 -1.289 -0.835
H -0.921 0.389 1.957
H -2.382 0.233 0.924
H -1.802 1.735 1.295
H -0.422 2.601 -2.779
H 0.928 2.890 -1.508
H -0.793 3.089 -1.008
H 0.454 -3.060 2.472
```

---

A gas-phase ion, C4H10N2 (charge -1) at a distorted geometry, computed with ωB97M-V with the def2-TZVPD basis set.

Computed properties:
<S²> = 0.751
Kohn-Sham gap (alpha / beta) = 2.9 / 8.5 eV
2S+1 = 2
energy relative to the best compared isomer or geometry (same formula, charge and spin) = 3.31 kcal/mol
net charge = -1
calculated total energy = -267.8407 a.u.
HOMO level (alpha / beta) = 0.05210 / -0.16306 hartree

The geometry in XYZ format:
```
16
C4H10N2 ωB97M-V with the def2-TZVPD basis set
C 1.139 0.192 -1.038
C 0.807 -0.449 0.309
C -0.488 -0.019 0.877
C -1.590 -0.774 1.001
N -0.480 1.273 1.398
N 0.454 -0.256 -2.236
H 1.009 1.274 -0.899
H 2.221 0.059 -1.252
H 1.628 -0.223 1.015
H 0.831 -1.533 0.145
H -2.555 -0.417 1.350
H -1.679 -1.796 0.654
H 0.213 1.926 1.038
H -1.334 1.680 1.733
H 1.024 -0.840 -2.832
H -0.362 -0.803 -1.968
```

---

A single C4H6N2O molecule at a distorted geometry, computed with ωB97M-V with the def2-TZVPD basis set.

Computed properties:
SMILES = Nc1ccc(O)[nH]1
Kohn-Sham gap (alpha / beta) = 7.5 / 7.5 eV
energy relative to the best compared isomer or geometry (same formula, charge and spin) = 85.16 kcal/mol
calculated total energy = -340.6592 a.u.
HOMO level (alpha / beta) = -0.26124 / -0.26137 hartree

The geometry in XYZ format:
```
13
C4H6N2O ωB97M-V with the def2-TZVPD basis set
N 0.020 -0.161 -2.035
C 0.330 -0.121 -0.702
C 0.353 -1.188 0.250
C 0.448 -0.585 1.488
C 0.375 0.839 1.332
O -1.011 1.247 1.406
N 0.658 1.000 -0.080
H -0.663 -0.876 -2.243
H -0.263 0.738 -2.405
H 0.279 -2.239 0.005
H 0.417 -1.078 2.456
H -1.526 0.503 1.013
H 0.584 1.920 -0.485
```

---

A molecular structure, C40H37IN4OPdSSb2 at a distorted geometry, computed with ωB97M-V with the def2-TZVPD basis set.

Computed properties:
<S²> = 6.083
Kohn-Sham gap (alpha / beta) = 6.2 / 5.9 eV
2S+1 = 5
net charge = +2
calculated total energy = -3144.2354 a.u.
HOMO level (alpha / beta) = -0.44638 / -0.50161 hartree

The geometry in XYZ format:
```
87
C40H37IN4OPdSSb2 ωB97M-V with the def2-TZVPD basis set
Pd 0.345 0.506 -1.407
N -3.671 0.179 -3.235
C -2.322 0.280 -3.125
S -1.491 -1.129 -2.352
N -1.700 1.291 -3.613
N -0.320 1.231 -3.401
C 0.364 1.640 -4.395
C 1.829 1.557 -4.488
C 2.455 2.368 -5.399
C 3.848 2.342 -5.565
C 4.657 1.464 -4.810
C 4.082 0.615 -3.915
C 2.641 0.592 -3.725
O 2.120 -0.227 -2.951
H -4.095 -0.722 -3.096
H -4.129 0.806 -3.880
H -0.175 2.059 -5.244
H 1.861 3.052 -5.994
H 4.309 3.002 -6.289
H 5.729 1.464 -4.956
H 4.665 -0.091 -3.338
C -3.351 0.711 0.125
C -3.055 1.848 1.067
C -1.788 2.570 0.703
Sb 0.020 1.189 1.273
C -0.817 0.911 3.210
C -0.616 1.951 4.121
C -1.108 1.844 5.419
C -1.808 0.712 5.808
C -2.018 -0.324 4.906
C -1.521 -0.227 3.613
C 1.704 -0.157 1.731
C 1.877 -0.646 3.027
C 3.028 -1.357 3.346
C 4.006 -1.581 2.385
C 3.832 -1.098 1.095
C 2.688 -0.382 0.771
Sb -1.778 -0.875 0.083
C -3.251 -2.370 0.512
C -4.165 -2.173 1.546
C -5.088 -3.171 1.847
C -5.105 -4.341 1.103
C -4.196 -4.530 0.067
C -3.255 -3.552 -0.225
C -0.247 -2.433 0.365
C -0.415 -3.193 1.511
C 0.453 -4.251 1.745
C 1.463 -4.539 0.833
C 1.614 -3.762 -0.305
C 0.765 -2.681 -0.544
H -3.392 1.010 -0.920
H -4.210 0.104 0.384
H -3.041 1.512 2.103
H -3.899 2.552 0.999
H -1.572 3.469 1.276
H -1.677 2.740 -0.364
H -0.074 2.849 3.838
H -0.942 2.648 6.124
H -2.192 0.634 6.818
H -2.558 -1.211 5.212
H -1.671 -1.067 2.943
H 1.136 -0.482 3.793
H 3.162 -1.735 4.352
H 4.903 -2.129 2.642
H 4.588 -1.280 0.341
H 2.563 -0.038 -0.247
H -4.168 -1.258 2.132
H -5.793 -3.028 2.655
H -5.829 -5.114 1.331
H -4.212 -5.447 -0.510
H -2.533 -3.727 -1.013
H -1.219 -3.005 2.210
H 0.332 -4.855 2.635
H 2.131 -5.371 1.014
H 2.399 -3.983 -1.017
H 0.929 -2.078 -1.427
I 5.761 3.515 -0.811
C 3.710 3.628 -1.049
C 3.041 4.840 -1.090
C 1.667 4.827 -1.284
C 1.018 3.615 -1.413
N 1.658 2.438 -1.354
C 2.984 2.456 -1.183
H 3.576 5.774 -0.978
H 1.105 5.750 -1.348
H -0.046 3.574 -1.597
H 3.492 1.502 -1.153
```